Here is C4H8O2 in the gas phase from the Open Molecules 2025 dataset. Energies are from wB97M-V/def2-TZVPD.

Each atom is followed by the atoms it is bonded to, with distances in Å.
Positions of all 14 atoms, in Å:
1 C -2.348 0.419 -0.134  O2 1.410, H7 1.102, H8 1.101, H9 1.093
2 O -1.093 -0.058 -0.564  C1 1.410, C3 1.403
3 C -0.104 0.021 0.427  O2 1.403, C4 1.529, H10 1.106, H11 1.107
4 C 1.195 -0.674 0.015  C3 1.529, C5 1.588, O6 1.369, H12 1.078
5 C 2.525 0.104 -0.371  C4 1.588, O6 1.426, H13 1.080, H14 1.093
6 O 2.180 -0.389 0.922  C4 1.369, C5 1.426
7 H -2.735 -0.153 0.725  C1 1.102
8 H -2.311 1.482 0.150  C1 1.101
9 H -3.043 0.305 -0.970  C1 1.093
10 H -0.414 -0.530 1.335  C3 1.106
11 H 0.075 1.067 0.741  C3 1.107
12 H 1.105 -1.618 -0.498  C4 1.078
13 H 1.718 0.572 -0.916  C5 1.080
14 H 3.250 -0.548 -0.863  C5 1.093

Summary:
Multiplicity = 1
HOMO energy = -9.11 eV
Structure (SMILES) = COC[C@H]1CO1
Relative energy (zero: lowest compared OMol25 entry of this formula, charge and spin) = 4.787 eV
Orbital gap = 10.1 eV
Net charge = 0
Energy = -307.5365 hartree
LUMO energy = 1.0 eV